--- i ---
Formula: C3H8N2OS
Source: the Open Molecules 2025 dataset
Level of theory: ωB97M-V/def2-TZVPD

The geometry in ORCA input format:
```
! RIJCOSX wB97M-V def2-TZVPD def2/J DEFGRID3
* xyz 0 1
C 0.678 -1.101 0.267
C 0.087 0.122 -0.425
C -0.866 0.944 0.433
N 1.884 -1.312 -0.403
N 1.202 1.023 -0.749
O 2.973 0.397 1.047
S 2.689 0.242 -0.359
H 0.758 -1.002 1.294
H 0.269 -2.012 -0.118
H -0.309 -0.213 -1.368
H -1.387 0.227 1.028
H -1.624 1.719 -0.078
H -0.291 1.589 1.046
H 2.428 -2.013 0.141
H 1.037 1.432 -1.722
*
```



--- ii ---
Formula: C3H8N2OS
Source: the Open Molecules 2025 dataset
Level of theory: ωB97M-V/def2-TZVPD

The geometry in ORCA input format:
```
! RIJCOSX wB97M-V def2-TZVPD def2/J DEFGRID3
* xyz 0 1
C 3.261 -0.702 -0.130
N 1.819 -0.514 0.270
C 1.287 0.819 -0.051
C -0.259 0.833 -0.034
O -0.877 1.876 0.043
N -0.778 -0.421 -0.191
S -2.456 -0.752 -0.066
H 3.494 -1.743 0.054
H 3.362 -0.511 -1.180
H 4.002 -0.092 0.404
H 1.782 -0.661 1.283
H 1.684 1.057 -1.033
H 1.712 1.529 0.639
H -0.124 -1.183 -0.006
H -2.625 -0.525 1.276
*
```

Results
Structure (SMILES): CNCC(=O)NS



--- iii ---
Formula: C3H8N2OS
Source: the Open Molecules 2025 dataset
Level of theory: ωB97M-V/def2-TZVPD

The geometry in ORCA input format:
```
! RIJCOSX wB97M-V def2-TZVPD def2/J DEFGRID3
* xyz 0 1
C -0.627 1.425 -0.288
C -0.420 -0.056 -0.210
N -1.333 -0.956 0.002
S -2.931 -0.471 0.122
N 0.917 -0.558 -0.362
C 1.958 0.126 0.392
O 1.019 -1.898 -0.220
H 0.187 1.859 -0.832
H -1.575 1.535 -0.810
H -0.662 1.861 0.733
H -3.488 -1.640 -0.263
H 2.909 -0.224 0.078
H 1.945 -0.005 1.454
H 1.928 1.220 0.164
H 0.174 -2.219 0.040
*
```

Results
Structure (SMILES): C/C(=N\S)N(C)O



Ordering by calculated energy gives the sequence ii, i, iii, with the first entry being the most stable.